[1]
Computed, not measured: a structure of composition C35H35Br2N6O4S3Ti, with the ωB97M-V functional and the def2-TZVPD basis.

Output
* HOMO level: -10.670 eV
* total energy: -9176.2542 hartree
* Kohn-Sham gap: 0.25155 Ha
* spin multiplicity: 1
* total charge: +1

XYZ file:
```
86
Properties=species:S:1:pos:R:3:forces:R:3
H 1.438 -1.925 -2.459 0.0 0.0 0.0
C 0.281 -0.119 -5.685 0.1 0.0 0.1
H -1.164 -3.426 -3.962 0.0 0.0 0.0
H -1.450 -0.107 5.653 0.0 0.0 0.0
C -0.671 4.778 2.815 0.0 0.3 0.1
C 0.346 2.768 1.259 -0.1 -0.3 0.1
C -1.565 0.369 3.563 0.0 0.1 -0.1
C -2.168 4.581 2.900 0.0 -0.1 0.0
C 1.938 -3.609 0.544 0.0 0.0 0.0
C -2.741 4.462 4.164 0.0 0.0 0.0
C -2.950 1.947 -2.672 0.0 0.0 0.0
H 1.508 -4.598 0.471 0.0 0.0 0.0
H -0.150 4.184 3.563 0.0 0.0 0.0
N 0.131 2.125 2.362 0.1 0.1 0.0
Ti -0.372 0.179 0.478 -0.4 0.1 0.0
Br 3.516 0.672 1.093 0.1 0.0 0.0
H -1.062 -1.337 -2.222 0.0 0.0 0.0
C -0.187 1.201 -5.858 -0.1 -0.1 -0.1
H -1.029 3.720 -5.694 0.0 0.0 0.0
C -0.682 -4.147 -3.297 0.0 0.0 0.0
H -4.546 4.328 5.305 0.0 0.0 0.0
H -5.269 1.179 4.226 0.0 0.0 0.0
C 0.386 -1.279 3.608 0.0 0.0 0.0
H 1.320 -3.574 -3.875 0.0 0.0 0.0
H -0.434 5.829 3.003 0.0 0.0 0.1
C -1.615 -0.417 -2.367 0.0 0.0 0.0
H -0.840 -0.856 -7.371 0.0 0.0 0.0
H 4.003 -4.193 0.686 0.0 0.0 0.0
H -0.678 -5.119 -3.790 0.0 0.0 0.0
H -6.020 4.452 3.317 0.0 0.0 0.0
C 3.733 -2.071 0.782 0.0 -0.1 0.0
H -4.361 1.377 1.932 0.0 0.0 0.0
N 0.493 0.796 2.375 -0.1 0.0 0.0
H -0.629 3.864 -3.971 0.0 0.0 0.0
C -3.732 1.066 2.753 0.0 0.0 -0.1
H -3.822 0.426 6.083 0.0 0.0 0.0
H 4.779 -1.834 0.902 0.0 0.0 0.0
N 1.495 -1.238 0.600 0.0 0.0 0.0
H -1.270 -4.226 -2.381 0.0 0.0 0.0
C -0.206 0.017 3.168 0.1 -0.1 0.1
O -1.903 0.836 1.251 0.2 -0.3 -0.1
C -0.102 -1.196 -6.648 0.0 0.0 0.0
C -4.229 0.946 4.039 0.0 0.0 0.0
S 0.821 2.068 -0.274 0.1 -0.1 0.0
H 0.598 4.200 -5.194 0.0 0.0 0.0
H -5.019 4.617 1.063 0.0 0.0 0.0
H 1.219 -4.465 -2.348 0.0 0.0 0.0
C -2.369 -0.221 -3.511 0.0 0.0 -0.1
O -1.032 -1.576 0.304 -0.1 0.4 0.0
Br -4.039 1.315 -5.217 0.0 0.0 0.0
C -2.176 1.671 -1.566 0.0 0.0 0.0
H -0.829 1.465 -6.685 0.0 0.0 0.0
H 0.789 -1.534 -7.179 0.0 0.0 0.0
N 1.065 -0.473 -4.685 0.0 0.0 0.0
H -2.102 4.425 5.039 0.0 0.0 0.0
H 0.462 -1.244 4.700 0.0 0.0 0.0
C -4.944 4.475 3.200 0.0 0.0 0.0
H -0.488 -2.057 -6.100 0.0 0.0 0.0
C -3.001 4.613 1.789 0.0 0.1 0.0
C -0.381 -2.722 0.359 0.2 -0.3 0.0
C 0.727 -3.706 -2.967 0.0 0.0 0.0
H -0.265 -2.121 3.368 0.0 0.0 0.0
C 1.098 -2.522 0.500 0.0 0.1 0.0
C -0.253 3.562 -4.950 0.0 0.0 0.0
C -2.092 0.218 4.844 0.1 0.0 0.0
C 0.169 2.130 -4.929 0.0 0.2 0.0
H -2.077 2.386 -0.760 0.0 0.0 0.0
S 0.087 4.484 1.209 0.0 0.1 0.0
H -3.476 2.886 -2.759 0.0 0.0 0.0
C -4.118 4.409 4.314 0.0 0.0 0.0
H 1.274 2.394 -3.213 0.0 0.0 0.0
C -4.382 4.570 1.938 0.0 -0.1 0.0
O -0.889 -3.808 0.341 0.0 0.1 0.0
H 1.385 -1.421 3.205 0.0 0.0 0.0
N -1.515 0.517 -1.416 0.2 -0.2 0.0
H -2.430 -0.996 -4.262 0.0 0.0 0.0
H -2.567 4.714 0.801 0.0 0.0 0.0
S 2.547 0.133 -2.549 -0.1 0.0 0.1
C -3.417 0.523 5.086 0.0 0.0 0.0
C -2.401 0.772 2.508 0.0 0.1 0.2
C 1.463 0.449 -3.783 0.0 0.1 -0.2
C -3.034 0.979 -3.663 0.0 0.0 -0.1
C 3.295 -3.376 0.665 0.1 0.0 0.0
C 2.808 -1.036 0.770 -0.1 0.0 0.0
N 0.970 1.732 -3.917 0.0 -0.1 0.1
O 0.664 -2.476 -2.250 0.0 0.0 0.0
```
Positions in Å, forces in eV/Å.

***

[2]
Computed, not measured: a structure of composition C35H35CeI2N4O3P2Te, with the ωB97M-V functional and the def2-TZVPD basis.

Output
* HOMO level (spin up / spin down): -9.052 / -9.052 eV
* total energy: -3820.3108 hartree
* Kohn-Sham gap (spin up / spin down): 0.21716 / 0.21495 Ha
* spin multiplicity: 1
* total charge: +1

XYZ file:
```
83
Properties=species:S:1:pos:R:3:forces:R:3
C -1.932 0.720 -5.409 -0.9 1.0 0.4
H 1.503 -3.286 -1.355 0.4 0.1 -0.3
O 0.380 2.713 3.091 -0.1 0.1 0.1
H 2.393 -2.144 0.998 -0.6 -0.7 -0.5
Te 2.516 -0.163 -2.185 0.8 -0.2 -0.4
C -4.367 0.026 0.183 -0.9 -0.6 0.9
H -4.277 -1.026 3.458 0.2 -0.2 0.1
O -4.839 -1.881 1.097 0.7 1.2 0.1
O -2.033 0.579 0.627 0.1 -0.7 -0.3
C -3.394 -2.091 -0.944 0.1 0.7 0.2
N 3.152 -4.754 -3.909 0.3 -0.4 -0.5
H -5.307 0.613 0.148 0.6 -0.1 -0.3
C 1.675 4.596 2.551 1.2 0.6 0.5
C -0.690 -1.330 -5.153 -0.4 0.5 0.0
P -0.566 0.714 -1.604 0.5 1.2 0.5
H -2.581 1.380 -6.013 0.6 -0.4 0.3
H -0.333 -2.194 -5.676 0.4 -0.5 0.4
H 3.333 1.957 1.781 0.0 -0.5 0.0
C -1.614 1.104 -4.095 -0.2 -0.3 0.1
H -3.496 -3.080 -1.370 -0.3 -0.1 0.2
H -1.213 -4.032 1.729 0.1 -0.2 -0.1
C 4.351 -1.794 1.718 -1.1 0.5 -0.3
C -2.199 -1.485 -0.988 -0.7 0.1 0.1
H -1.817 -3.409 4.017 0.0 -0.1 0.1
C -0.942 -3.057 2.097 0.0 1.1 0.5
N -4.083 -0.391 2.695 -0.2 0.9 0.1
H -3.961 1.399 3.642 -0.2 -0.4 -0.7
I 1.728 3.686 -1.914 -0.9 0.0 0.6
H 1.085 5.367 0.652 -0.2 0.3 0.0
Ce -0.385 2.990 0.621 0.1 -0.5 0.2
H -1.977 2.063 -3.663 0.3 -0.7 -0.5
H 0.302 -1.553 -3.240 -0.1 -0.5 0.0
H -2.572 0.670 3.292 0.4 0.0 -0.4
H -0.963 3.897 -2.233 0.1 0.3 0.3
C 2.428 -4.565 -2.830 -0.9 -0.2 1.1
C -4.585 -1.390 -0.348 -0.4 -1.4 -0.8
P 1.016 0.342 0.750 -0.3 -0.1 -0.4
H -5.545 -1.578 -0.806 0.1 0.0 -0.6
N 1.542 3.690 4.786 0.0 -0.3 0.8
C -0.382 4.231 -1.363 0.8 0.2 -0.9
C -1.511 -0.493 -5.907 0.4 0.1 0.0
H -0.027 -2.422 0.304 0.4 0.1 -0.6
H -1.753 -0.772 -6.920 -0.1 0.0 -0.1
H -0.205 5.411 1.926 -0.2 0.2 -0.1
N -3.479 0.886 2.885 -0.4 -0.2 1.2
C 2.686 -2.197 -2.849 -0.2 0.1 -0.1
H 2.108 4.462 5.060 0.3 0.4 0.0
H 2.022 -5.479 -2.384 0.1 0.3 0.0
H 4.632 -2.818 1.572 0.2 -0.3 0.3
H 2.084 5.485 3.077 -0.5 -0.2 -0.2
I -3.001 4.327 1.131 -0.2 -0.2 0.0
C 5.188 -0.829 2.232 0.6 -0.2 0.1
C 1.143 3.598 3.527 0.0 -0.4 -0.6
C -0.288 -0.523 3.096 -0.4 -0.4 0.7
C 3.401 -2.379 -4.038 -0.3 -0.7 0.9
C 2.146 -3.327 -2.243 0.1 -0.1 -0.1
H -0.299 5.321 -1.301 -0.3 -0.2 -0.1
C -0.381 -0.986 -3.847 -0.3 0.8 0.1
C 0.015 -0.860 1.783 1.2 0.3 -0.3
C 0.889 -0.109 -0.983 -1.2 -0.3 0.8
H -1.157 -1.238 4.990 0.1 0.0 -1.0
C -4.412 -0.700 1.491 0.2 -0.5 0.0
H -1.322 -1.990 -1.396 -0.3 0.1 0.1
H 5.545 1.233 2.599 0.2 0.3 0.2
C 3.078 -1.406 1.315 0.7 0.7 0.0
H 4.233 -3.785 -5.427 -0.5 -0.2 0.7
H 0.021 0.432 3.522 -0.1 -0.1 -0.2
H -3.352 1.807 -0.448 0.3 -0.1 -0.5
C 4.845 0.504 2.248 -0.8 0.0 -0.2
H 1.325 3.046 5.539 -0.3 -0.1 -0.6
C 3.624 -3.678 -4.502 0.7 1.3 -1.0
C -0.265 -2.126 1.299 -1.0 -0.8 0.9
C 3.592 0.890 1.785 -0.2 0.5 -0.4
H 3.787 -1.516 -4.536 0.3 0.3 -0.5
H 6.131 -1.120 2.640 0.6 -0.1 0.0
C -3.145 0.761 -0.230 -0.1 1.1 0.1
C -1.296 -2.689 3.401 -0.2 -0.7 -0.5
H 2.596 4.199 2.090 -0.3 -0.3 0.1
C 0.640 4.867 1.511 0.3 0.2 -0.2
C 2.690 -0.062 1.294 0.5 -0.2 0.8
C -0.876 0.219 -3.292 0.0 0.0 -1.3
C -0.966 -1.451 3.911 0.5 0.8 0.6
C -2.035 -0.024 -0.757 0.7 -0.5 0.3
```
Positions in Å, forces in eV/Å.

***

[3]
Computed, not measured: a cluster of 10 separate species, C35H35Cl10N5O10 in total, with the ωB97M-V functional and the def2-TZVPD basis.

Output
* HOMO level: -10.105 eV
* total energy: -6982.2881 hartree
* Kohn-Sham gap: 0.31752 Ha
* structure (SMILES): O=[N+]([O-])c1ccccc1.O=[N+]([O-])c1ccccc1.O=[N+]([O-])c1ccccc1.O=[N+]([O-])c1ccccc1.O=[N+]([O-])c1ccccc1.ClCCl.ClCCl.ClCCl.ClCCl.ClCCl
* spin multiplicity: 1

XYZ file:
```
95
Properties=species:S:1:pos:R:3:forces:R:3
C 2.142 -0.271 -4.352 -0.6 0.8 0.3
H -1.421 -1.028 -6.025 -0.4 -0.1 0.2
C 5.012 0.023 -0.174 -1.6 0.5 1.3
C 4.471 -0.086 1.162 0.5 0.8 -1.1
C 2.219 -3.751 0.953 0.3 -0.7 0.4
H -6.842 -3.187 1.294 0.2 0.4 -0.3
C 4.081 2.317 1.136 0.1 -1.1 0.9
O 6.349 -1.119 -1.725 -1.6 0.3 1.5
O 0.659 0.836 8.256 0.8 -1.2 -0.5
H -0.066 -2.372 -1.062 -0.5 0.0 0.2
O -2.132 -5.650 -0.557 0.4 0.3 0.0
H -1.782 0.342 -1.991 0.3 0.2 -0.1
C 2.556 -0.612 6.537 -1.7 0.8 1.2
H 3.764 3.117 1.790 0.0 0.7 -0.6
H 3.511 -2.170 3.709 0.0 -0.4 0.1
H -3.751 1.558 -2.726 -0.5 -0.2 -0.1
H 4.602 3.366 -0.697 -0.1 0.1 0.1
H -1.006 0.370 -5.083 -0.2 -0.1 0.5
H 2.012 -1.826 0.092 0.0 0.0 -0.4
Cl -1.262 -1.625 -3.744 -0.3 0.5 -0.7
N 0.329 0.585 7.104 0.5 1.4 0.9
Cl -2.110 -3.245 3.015 0.7 -0.6 0.3
O 5.015 -2.306 -0.495 0.0 1.2 0.2
H 1.551 1.677 0.389 0.3 -0.3 -0.2
C -6.076 -3.405 0.549 0.4 0.4 0.1
H 4.397 -1.567 5.950 0.0 0.0 0.2
Cl -5.463 -4.982 0.998 0.1 -0.4 -0.2
C 3.368 -1.363 5.692 -0.2 0.8 0.4
H 2.030 -5.868 1.720 0.8 0.4 0.2
H 5.286 1.375 -1.872 0.0 -0.4 -0.1
H -6.433 -3.365 -0.480 0.0 -0.3 0.3
H 3.215 -3.490 1.278 0.1 -0.2 0.2
H 2.273 0.803 -4.226 0.2 -0.1 -0.1
H -0.090 -6.212 0.852 -0.1 -0.1 0.0
C -5.127 5.175 -3.125 0.1 -1.0 0.8
C 0.316 -3.080 -0.342 -0.6 -0.6 -0.1
C -1.090 -0.301 1.217 0.5 -0.1 -0.5
H 3.590 0.978 2.796 0.1 0.1 0.1
C 0.002 1.121 -0.989 -1.8 -1.3 0.9
C -6.060 4.114 -3.012 0.8 0.5 -0.5
Cl 3.309 6.499 -2.376 -0.2 -0.5 -0.7
C 0.377 -5.254 0.681 -0.9 -0.4 0.0
O -2.233 -3.575 -1.150 0.9 -0.8 0.4
H 2.975 4.999 -4.266 0.0 0.2 0.3
C -1.216 0.398 -1.074 0.9 0.6 -1.0
C 1.553 -1.426 4.154 0.6 -0.1 -0.5
C -3.767 4.865 -3.044 -0.7 2.4 -0.5
Cl -4.738 -2.193 0.613 -0.6 -0.1 0.2
H 1.699 4.899 -2.974 0.2 0.0 -0.3
H -0.747 -4.531 4.699 0.0 0.3 -0.8
C 0.680 1.061 0.220 -0.2 0.8 -0.1
H -0.231 -0.426 4.614 -0.2 0.1 0.4
C -0.332 -4.311 -0.043 1.9 2.0 -0.8
H 0.773 0.286 2.159 -0.3 0.3 0.4
H -6.191 1.929 -2.913 -0.5 0.3 0.3
Cl 3.273 -0.872 -5.533 0.2 -0.2 -0.1
C 0.750 -0.675 4.992 -0.8 0.1 -0.3
C -4.187 2.537 -2.860 -0.6 0.5 0.2
O 1.539 2.455 -2.079 -1.5 -0.9 -0.2
Cl -1.932 -2.915 5.906 0.0 -0.5 -0.4
C 2.333 5.548 -3.578 -0.1 0.2 0.7
N 0.451 1.852 -2.156 1.2 1.0 0.1
O -6.746 6.830 -3.459 1.6 -0.6 0.6
C -5.564 2.808 -2.879 0.7 -0.2 -0.4
O -0.649 1.122 6.631 -0.2 -0.8 -1.1
C 1.215 -0.247 6.220 1.3 -1.0 -0.6
H -2.245 3.458 -2.974 0.1 -0.3 0.0
O -0.275 1.858 -3.140 0.6 0.0 0.3
C 4.941 1.256 -0.856 0.8 -0.4 0.8
C 0.121 0.378 1.303 0.4 -0.2 -0.3
H -1.514 -0.845 2.049 0.2 0.0 0.1
H 4.456 -1.002 1.733 0.1 -0.3 -0.4
C 4.566 2.426 -0.168 -0.6 -1.0 0.4
C 4.005 1.065 1.803 0.6 0.0 -1.7
Cl 2.331 -0.974 -2.734 0.0 -0.2 0.0
C -1.663 -0.499 -5.103 0.8 -0.2 -0.2
H -7.117 4.307 -3.120 0.0 0.0 0.1
H -2.504 -4.858 4.638 0.2 0.2 0.1
H 2.839 -0.255 7.516 0.6 -0.2 0.1
C -1.733 -4.094 4.544 -0.9 0.5 0.7
C 1.649 -5.008 1.189 -0.9 0.4 -0.6
H -3.040 5.664 -3.078 -0.1 0.2 -0.1
H -2.539 -0.967 -0.307 -0.2 0.0 0.6
N 5.475 -1.221 -0.839 1.4 -0.6 -1.5
H 1.195 -1.726 3.181 -0.3 0.0 -0.1
C 2.872 -1.732 4.461 -0.5 0.2 -0.2
Cl 1.283 6.603 -4.520 0.0 0.0 -0.1
Cl -3.330 0.063 -5.117 0.1 -0.2 0.0
C -1.699 -0.346 -0.032 -0.2 0.2 0.1
O -4.680 7.475 -3.372 -0.2 -0.8 0.5
C 1.551 -2.797 0.203 -0.1 -0.4 0.4
N -1.646 -4.535 -0.639 -1.2 0.1 -0.1
C -3.316 3.594 -2.974 0.8 -0.8 0.4
H 1.117 -0.442 -4.683 0.3 -0.3 0.1
N -5.534 6.612 -3.283 -1.5 0.0 -1.2
```
Positions in Å, forces in eV/Å.

***

Per-record energy relative to the best compared isomer or geometry (same formula, charge and spin), eV: 1.533; 5.684; 0.071